Record 1
{"formula": "C2H7B", "method": "ωB97M-V/def2-TZVPD", "smiles": "C=C.B", "e_above_lowest_kj_mol": 206.6, "gap_ev": 10.45, "total_charge": 0, "e_homo_ev": -10.50, "symbols": ["C", "C", "H", "H", "H", "H", "B", "H", "H", "H"], "positions_angstrom": [[-2.239, -0.324, -0.048], [-1.212, 0.450, 0.126], [-3.121, 0.183, -0.347], [-2.079, -1.418, -0.075], [-0.129, -0.015, 0.284], [-1.127, 1.452, 0.040], [2.481, -0.098, 0.018], [2.733, -1.127, -0.466], [2.343, 0.023, 1.157], [2.349, 0.873, -0.689]], "atomic_forces_ev_per_a": [[0.18, -1.07, -0.55], [4.49, -3.40, 0.68], [-1.20, -0.30, -0.02], [-0.67, 0.79, 0.15], [-2.36, 0.76, -0.09], [-0.43, 3.21, -0.17], [-0.15, 0.86, -0.92], [0.13, -0.52, -0.19], [-0.06, 0.02, 0.88], [0.08, -0.35, 0.23]], "nbo_charge": [-0.400, -0.344, 0.200, 0.209, 0.159, 0.185, 0.299, -0.103, -0.105, -0.100]}

***

Record 2
{"formula": "C4H11O", "method": "ωB97M-V/def2-TZVPD", "e_above_lowest_kj_mol": 42.9, "multiplicity": 2, "gap_ev": [3.04, 6.75], "total_charge": -2, "e_homo_ev": [4.13, 0.44], "s_squared": 0.751, "symbols": ["C", "O", "H", "H", "H", "C", "C", "C", "H", "H", "H", "H", "H", "H", "H", "H"], "positions_angstrom": [[2.944, 1.257, 0.584], [2.273, 2.069, -0.247], [3.061, 1.667, 1.626], [3.988, 0.979, 0.253], [2.492, 0.239, 0.726], [-1.114, 0.673, -0.599], [-1.862, -0.658, -0.566], [-1.199, -1.715, 0.292], [-0.031, 0.549, -0.693], [-1.451, 1.352, -1.383], [-1.225, 1.186, 0.361], [-2.925, -0.528, -0.339], [-1.868, -1.068, -1.588], [-1.799, -2.640, 0.334], [-1.073, -1.390, 1.334], [-0.210, -1.973, -0.095]], "atomic_forces_ev_per_a": [[-0.17, -0.07, -0.23], [0.12, 0.10, -0.10], [0.15, -0.12, 0.11], [0.22, 0.17, 0.07], [-0.20, 0.02, 0.14], [0.19, -0.16, 0.77], [0.23, -0.07, -1.01], [-0.29, -0.08, 0.56], [-0.05, -0.06, -0.21], [-0.13, 0.00, -0.14], [-0.10, 0.12, 0.00], [-0.01, 0.07, 0.27], [-0.08, 0.02, 0.01], [0.08, -0.03, -0.09], [0.05, 0.06, -0.12], [-0.01, 0.01, -0.02]], "nbo_charge": [-0.184, -0.979, 0.052, 0.042, 0.069, -0.625, -0.731, -0.992, 0.231, 0.173, 0.176, 0.152, 0.161, 0.107, 0.172, 0.175]}

***

Record 3
{"formula": "C37H51AsF6GaN7PS", "method": "ωB97M-V/def2-TZVPD", "multiplicity": 2, "gap_ev": [7.36, 4.39], "total_charge": 2, "e_homo_ev": [-13.82, -13.82], "s_squared": 0.768, "symbols": ["Ga", "C", "C", "N", "N", "C", "N", "S", "C", "C", "C", "C", "C", "N", "H", "H", "H", "H", "H", "H", "H", "H", "H", "F", "As", "F", "F", "F", "F", "F", "C", "C", "N", "C", "C", "C", "C", "C", "C", "C", "C", "N", "C", "N", "H", "H", "H", "H", "H", "H", "H", "H", "H", "C", "C", "C", "C", "C", "C", "P", "C", "C", "C", "C", "C", "C", "C", "C", "C", "C", "C", "C", "H", "H", "H", "H", "H", "H", "H", "H", "H", "H", "H", "H", "H", "H", "H", "H", "H", "H", "H", "H", "H", "H", "H", "H", "H", "H", "H", "H", "H", "H", "H", "H", "H"], "positions_angstrom": [[0.019, 0.194, 0.209], [2.058, -2.155, -2.899], [1.197, -1.254, -2.092], [1.321, -1.103, -0.813], [2.244, -1.807, -0.142], [2.473, -1.428, 1.088], [3.340, -2.146, 1.813], [1.721, -0.058, 1.861], [0.172, -0.395, -2.707], [-0.096, -0.401, -4.063], [-1.025, 0.503, -4.570], [-1.655, 1.377, -3.704], [-1.349, 1.313, -2.351], [-0.461, 0.445, -1.872], [2.681, -2.754, -2.244], [2.704, -1.570, -3.558], [1.451, -2.811, -3.524], [3.869, -2.871, 1.352], [3.657, -1.820, 2.710], [0.412, -1.095, -4.717], [-1.245, 0.521, -5.629], [-2.385, 2.093, -4.054], [-1.822, 1.974, -1.639], [-1.882, 0.828, 0.479], [-3.436, 2.092, 0.828], [-3.951, 1.513, -0.705], [-2.393, 3.210, 0.040], [-4.687, 3.187, 1.057], [-2.614, 2.397, 2.306], [-4.229, 0.769, 1.575], [0.017, 4.253, 1.430], [0.080, 2.879, 1.336], [0.416, 2.264, 0.194], [0.767, 3.003, -0.864], [0.762, 4.384, -0.850], [0.340, 5.014, 0.320], [1.371, 5.147, -1.965], [0.827, 5.562, -3.102], [-0.548, 5.334, -3.567], [-0.911, 5.696, -4.862], [-2.217, 5.436, -5.246], [-3.096, 4.889, -4.413], [-2.668, 4.598, -3.191], [-1.434, 4.778, -2.739], [-0.288, 4.718, 2.357], [-0.171, 2.247, 2.180], [1.101, 2.471, -1.745], [0.302, 6.095, 0.362], [2.416, 5.391, -1.791], [1.452, 6.126, -3.784], [-0.205, 6.152, -5.543], [-2.576, 5.669, -6.242], [-3.395, 4.176, -2.507], [0.494, -5.849, 2.646], [0.276, -5.626, 1.139], [0.145, -4.130, 0.804], [-0.557, -3.427, 1.973], [0.377, -3.390, 3.195], [1.243, -4.664, 3.251], [-1.298, -1.796, 1.547], [-1.943, -0.968, 3.066], [-0.943, -0.468, 4.109], [-1.645, 0.569, 5.005], [-3.131, 0.226, 5.210], [-3.341, -1.283, 5.153], [-3.024, -1.841, 3.749], [-2.789, -2.113, 0.495], [-3.620, -3.367, 0.882], [-3.518, -4.466, -0.172], [-4.072, -3.985, -1.518], [-3.685, -2.521, -1.806], [-2.450, -2.114, -1.007], [1.048, -6.773, 2.808], [-0.464, -5.967, 3.160], [-0.621, -6.158, 0.815], [1.114, -6.041, 0.578], [-0.396, -4.007, -0.135], [1.132, -3.691, 0.665], [-1.444, -4.020, 2.223], [-0.220, -3.324, 4.104], [1.024, -2.510, 3.159], [1.517, -4.868, 4.286], [2.173, -4.515, 2.697], [-2.434, -0.091, 2.661], [-0.065, -0.016, 3.648], [-0.587, -1.300, 4.716], [-1.567, 1.563, 4.562], [-1.129, 0.603, 5.965], [-3.749, 0.707, 4.448], [-3.466, 0.618, 6.169], [-4.372, -1.532, 5.399], [-2.704, -1.763, 5.900], [-3.928, -1.831, 3.141], [-2.687, -2.876, 3.851], [-3.390, -1.230, 0.668], [-4.664, -3.054, 0.960], [-3.345, -3.763, 1.858], [-4.077, -5.340, 0.166], [-2.476, -4.783, -0.278], [-5.159, -4.074, -1.514], [-3.707, -4.637, -2.312], [-4.501, -1.847, -1.533], [-3.503, -2.380, -2.872], [-2.140, -1.112, -1.292], [-1.627, -2.799, -1.236]], "atomic_forces_ev_per_a": [[0.23, 1.05, -1.05], [0.01, -0.05, 0.05], [0.15, -0.12, 0.24], [-0.40, 0.38, 0.18], [0.33, -0.30, 0.01], [0.05, 0.11, -0.21], [0.10, 0.04, 0.01], [-0.40, -0.17, 0.07], [-0.15, 0.11, -0.27], [0.13, -0.10, 0.07], [-0.10, 0.08, 0.07], [0.04, -0.13, -0.10], [-0.05, 0.05, 0.04], [-0.09, -0.18, 0.29], [0.01, -0.02, -0.04], [-0.03, 0.02, -0.01], [-0.02, 0.03, -0.01], [0.02, 0.02, -0.01], [-0.02, -0.01, 0.01], [0.03, 0.04, -0.01], [-0.01, -0.02, 0.00], [0.01, 0.00, 0.00], [0.06, -0.01, -0.07], [0.07, -0.34, 0.35], [0.11, 0.04, -0.23], [0.05, 0.02, 0.08], [-0.19, 0.03, -0.09], [-0.05, 0.05, 0.04], [-0.06, -0.06, -0.01], [0.15, -0.15, -0.04], [0.04, 0.03, -0.02], [0.11, 0.11, -0.01], [-0.20, -0.47, 0.39], [0.22, -0.07, -0.11], [0.06, 0.00, 0.15], [0.12, -0.07, 0.01], [0.13, 0.06, 0.04], [-0.02, -0.05, -0.08], [-0.18, 0.08, -0.26], [-0.02, -0.03, 0.04], [0.12, 0.00, 0.09], [-0.37, -0.15, -0.02], [0.27, 0.24, -0.27], [0.01, -0.18, 0.43], [-0.01, -0.02, 0.01], [-0.03, 0.05, -0.02], [-0.06, 0.01, -0.02], [-0.01, 0.00, 0.02], [-0.03, 0.08, -0.01], [0.04, -0.04, 0.00], [0.00, 0.01, 0.02], [0.03, 0.03, 0.00], [0.01, -0.03, 0.07], [0.08, 0.07, -0.03], [-0.01, 0.01, 0.09], [-0.09, -0.19, -0.01], [0.38, 0.36, -0.21], [0.04, -0.17, 0.01], [-0.12, -0.07, -0.03], [-0.65, -0.47, 0.75], [0.42, 0.00, -0.11], [-0.05, 0.08, 0.05], [-0.10, 0.00, -0.06], [0.04, -0.07, 0.10], [0.00, 0.13, -0.04], [-0.03, -0.04, 0.12], [0.34, -0.01, -0.38], [0.11, -0.20, 0.01], [-0.06, 0.09, -0.03], [0.04, 0.03, 0.01], [0.02, -0.10, 0.05], [-0.09, -0.03, -0.02], [-0.04, -0.02, 0.02], [0.00, -0.04, 0.01], [0.01, -0.01, -0.03], [-0.02, -0.01, -0.03], [0.03, 0.01, 0.00], [-0.05, -0.01, -0.01], [-0.05, 0.10, 0.01], [0.00, 0.05, -0.01], [-0.07, 0.03, 0.08], [0.04, 0.03, 0.00], [0.01, 0.02, 0.03], [-0.16, 0.14, -0.14], [0.01, -0.04, 0.03], [0.03, 0.00, -0.04], [0.05, -0.01, 0.01], [0.00, 0.01, 0.00], [0.02, 0.03, -0.04], [-0.03, 0.00, -0.02], [0.02, -0.07, 0.03], [-0.02, -0.03, 0.00], [0.01, -0.05, -0.04], [-0.04, -0.01, -0.06], [-0.13, 0.30, 0.14], [0.02, 0.05, 0.06], [-0.12, 0.04, 0.02], [0.05, -0.03, 0.01], [-0.02, -0.03, 0.01], [0.00, -0.04, -0.02], [-0.02, 0.00, -0.01], [-0.01, 0.01, -0.03], [-0.03, 0.04, 0.01], [0.00, 0.04, -0.04], [0.01, 0.04, 0.01]], "lowdin_charge": [0.319, 0.019, -0.195, -0.027, 0.029, -0.774, 0.129, 0.908, -0.205, 0.039, 0.015, 0.019, -0.084, 0.047, 0.082, 0.116, 0.105, 0.131, 0.116, 0.127, 0.132, 0.113, 0.083, -0.306, 0.844, -0.200, -0.201, -0.152, -0.197, -0.196, -0.005, -0.153, -0.013, -0.058, -0.181, 0.041, -0.029, -0.013, -0.264, 0.012, -0.102, 0.091, -0.211, 0.144, 0.131, 0.097, 0.135, 0.140, 0.127, 0.119, 0.118, 0.119, 0.113, -0.179, -0.164, -0.194, -0.388, -0.185, -0.176, 1.214, -0.407, -0.205, -0.167, -0.177, -0.164, -0.163, -0.376, -0.167, -0.181, -0.168, -0.164, -0.215, 0.119, 0.119, 0.110, 0.118, 0.086, 0.084, 0.109, 0.110, 0.070, 0.121, 0.099, 0.065, 0.031, 0.106, 0.098, 0.120, 0.109, 0.121, 0.122, 0.121, 0.112, 0.107, 0.088, 0.136, 0.085, 0.125, 0.094, 0.118, 0.115, 0.123, 0.114, 0.072, 0.101]}

***

Record 4
{"formula": "C13H19N3O3S", "method": "ωB97M-V/def2-TZVPD", "smiles": "CC(C)COC(=O)N1CCC[C@@H]1C(=O)Nc1nccs1", "e_above_lowest_kj_mol": 1249.2, "gap_ev": 8.36, "total_charge": 0, "e_homo_ev": -8.54, "symbols": ["C", "C", "C", "C", "O", "C", "O", "N", "C", "C", "C", "C", "C", "O", "N", "C", "N", "C", "C", "S", "H", "H", "H", "H", "H", "H", "H", "H", "H", "H", "H", "H", "H", "H", "H", "H", "H", "H", "H"], "positions_angstrom": [[3.431, 0.462, -2.751], [2.132, 0.090, -2.284], [1.656, -1.271, -2.548], [2.433, 0.060, -0.588], [1.276, -0.107, 0.010], [1.050, -1.346, 0.945], [1.853, -2.274, 0.771], [0.050, -1.381, 1.590], [-0.537, -2.592, 2.083], [-2.136, -2.433, 2.005], [-2.270, -0.874, 2.105], [-0.992, -0.259, 1.259], [-1.307, -0.226, -0.130], [-1.602, -1.154, -0.879], [-1.601, 1.016, -0.535], [-1.699, 2.170, -0.112], [-1.567, 2.401, 1.396], [-1.727, 3.789, 1.593], [-1.635, 4.610, 0.547], [-1.986, 3.535, -1.117], [3.743, 1.477, -2.494], [3.051, 0.545, -3.836], [4.129, -0.333, -2.689], [1.381, 0.824, -2.181], [2.457, -2.059, -2.274], [0.524, -1.552, -2.100], [1.317, -1.334, -3.648], [3.027, -0.932, -0.173], [2.812, 0.796, -0.233], [-0.301, -3.486, 1.791], [-0.432, -2.659, 3.064], [-2.585, -2.993, 2.607], [-2.255, -2.705, 1.175], [-3.365, -0.658, 1.687], [-2.327, -0.691, 3.014], [-0.660, 0.582, 1.785], [-1.924, 0.993, -1.571], [-1.575, 4.218, 2.368], [-1.841, 5.752, 0.349]], "atomic_forces_ev_per_a": [[-0.93, 1.74, -4.97], [0.35, -1.10, 8.16], [-3.22, -2.56, -1.62], [-1.47, -12.02, -5.44], [-6.18, -1.77, 4.82], [11.54, -1.31, -8.60], [-0.74, 1.63, 0.81], [-9.88, 2.24, 3.19], [-4.55, 3.98, 0.64], [8.45, 9.34, 4.76], [-1.97, -2.80, -9.81], [-0.35, -4.90, 5.23], [-1.63, -1.62, -1.22], [1.08, 0.57, 1.03], [-1.26, -4.22, -8.25], [0.15, 7.69, 9.27], [-1.44, 1.28, -4.74], [0.34, -6.29, -10.72], [-2.34, 1.93, -4.17], [1.09, 1.21, 3.18], [0.27, -0.43, 0.34], [2.00, 0.14, 0.35], [0.90, -0.40, 0.23], [-0.91, 1.10, -1.06], [-1.58, 1.11, -0.56], [3.41, 0.83, -0.42], [1.11, -0.28, 1.11], [-0.38, 2.19, -1.88], [5.23, 9.55, 3.57], [2.19, -4.54, -3.06], [1.32, 0.13, 4.66], [-3.79, -4.22, 5.61], [-2.78, -3.75, -12.33], [2.54, 0.22, 0.44], [0.27, 2.68, 8.29], [0.33, 1.40, -0.21], [0.89, -0.57, 2.03], [1.40, 4.44, 10.51], [0.55, -2.64, 0.80]], "nbo_charge": [-0.617, -0.247, -0.634, -0.028, -0.603, 0.909, -0.649, -0.405, -0.191, -0.340, -0.332, -0.148, 0.698, -0.568, -0.612, 0.277, -0.566, -0.030, -0.316, 0.252, 0.220, 0.198, 0.220, 0.205, 0.229, 0.242, 0.201, 0.180, 0.127, 0.217, 0.185, 0.193, 0.181, 0.216, 0.184, 0.302, 0.421, 0.183, 0.245]}

***

Number 1: E -105.132043 a.u.. Number 2: E -234.049419 a.u.. Number 3: E -7322.765575 a.u.. Number 4: E -1294.517690 a.u..